The following is a DFT calculation (ωB97M-V/def2-TZVPD) of the molecule C8H10N2.

Cartesian coordinates (Å):
C -2.82 -0.29 -0.90
C -1.90 -0.81 -1.82
C -2.53 -0.12 0.45
C -0.56 -0.98 -1.47
C -1.25 -0.28 0.79
C -0.26 -0.53 -0.16
C 3.11 0.46 0.25
C 1.68 0.93 0.62
N -0.29 0.09 1.86
N 0.95 -0.28 0.98
H -3.86 -0.29 -1.14
H -2.20 -1.01 -2.88
H -3.27 0.32 1.08
H 0.15 -1.07 -2.28
H 3.69 1.27 -0.26
H 3.04 -0.54 -0.42
H 3.71 0.41 1.10
H 1.11 1.44 -0.17
H 1.89 1.51 1.52
H -0.38 -0.24 2.83

- largest force on an atom (eV Å⁻¹) = 5.29
- SMILES = CCn1[nH]c2ccccc21
- M (g mol⁻¹) = 134.2
- lowest unoccupied orbital energy (Eh) = 0.03918
- energy relative to the best compared isomer or geometry (same formula, charge and spin) (kJ/mol) = 344.0
- frontier orbital gap (eV) = 9.46

The following is a DFT calculation (ωB97M-V/def2-TZVPD) of a cluster of 2 separate species, C4H6FN in total.

Cartesian coordinates (Å):
C -1.27 2.15 1.11
C -1.27 1.11 0.47
C 2.15 -0.32 -1.02
C -1.12 -0.14 -0.08
N -1.08 -1.34 0.58
F -1.18 -0.24 -1.40
H -1.38 2.96 1.81
H 2.59 -1.22 -0.73
H 1.84 -0.21 -2.02
H 2.29 0.53 -0.29
H -0.67 -2.01 0.02
H -0.90 -1.26 1.54

- largest force on an atom (eV Å⁻¹) = 2.53
- M (g mol⁻¹) = 87.1
- lowest unoccupied orbital energy (spin up / spin down) (Eh) = 0.02313 / 0.00007
- energy relative to the best compared isomer or geometry (same formula, charge and spin) (kJ/mol) = 494.0
- frontier orbital gap (spin up / spin down) (eV) = 9.56 / 6.53

The following is a DFT calculation (ωB97M-V/def2-TZVPD) of a structure of composition C37H29BrN3O2PPt.

Cartesian coordinates (Å):
Pt 1.16 -0.21 0.77
N -0.71 -0.99 3.11
P -0.73 0.39 2.13
C -1.14 1.75 3.22
C -2.42 1.79 3.78
C -2.76 2.84 4.62
C -1.83 3.85 4.87
C -0.57 3.81 4.30
C -0.22 2.76 3.47
C -2.13 0.20 1.00
C -2.76 -1.02 0.82
C -3.82 -1.13 -0.07
C -4.24 -0.01 -0.78
C -3.60 1.21 -0.61
C -2.55 1.32 0.28
C 0.30 -1.93 3.12
C 0.33 -2.95 4.07
C 1.37 -3.85 4.03
C 2.37 -3.74 3.07
C 2.28 -2.71 2.17
N 1.26 -1.82 2.20
H -1.33 -1.01 3.91
H -3.16 1.03 3.56
H -3.74 2.89 5.06
H -2.10 4.68 5.52
H 0.15 4.60 4.50
H 0.77 2.71 3.04
H -2.43 -1.89 1.38
H -4.32 -2.08 -0.20
H -5.07 -0.10 -1.47
H -3.93 2.08 -1.17
H -2.08 2.29 0.43
H -0.45 -3.02 4.81
H 1.41 -4.65 4.76
H 3.19 -4.43 3.02
H 3.02 -2.56 1.40
N 0.35 -1.27 -0.68
C -0.19 -1.25 -1.82
C -1.11 -2.33 -2.22
C -2.11 -2.10 -3.15
C -3.00 -3.12 -3.48
C -2.88 -4.36 -2.87
C -1.89 -4.59 -1.93
C -1.01 -3.58 -1.60
C 0.21 -0.15 -2.75
C 0.38 1.15 -2.28
C 0.80 2.15 -3.13
C 1.05 1.87 -4.47
C 0.89 0.57 -4.95
C 0.46 -0.44 -4.10
H -2.22 -1.12 -3.61
H -3.77 -2.94 -4.21
H -3.56 -5.16 -3.15
H -1.80 -5.56 -1.46
H -0.21 -3.76 -0.88
H 0.14 1.38 -1.25
H 0.92 3.17 -2.76
H 1.37 2.66 -5.14
H 1.08 0.35 -5.99
H 0.35 -1.45 -4.47
Br 4.50 2.87 -4.69
C 4.27 2.50 -2.90
C 4.35 3.54 -1.97
C 4.17 3.25 -0.64
C 3.86 1.92 -0.24
C 3.87 0.87 -1.18
C 4.04 1.16 -2.51
C 3.57 1.67 1.18
O 4.58 2.04 1.82
O 2.54 1.13 1.65
H 4.55 4.55 -2.29
H 4.24 4.03 0.11
H 3.72 -0.15 -0.87
H 4.00 0.38 -3.26

- largest force on an atom (eV Å⁻¹) = 0.72
- charge = +2
- M (g mol⁻¹) = 853.6
- lowest unoccupied orbital energy (spin up / spin down) (Eh) = -0.19029 / -0.32846
- 2S+1 = 5
- energy relative to the best compared isomer or geometry (same formula, charge and spin) (kJ/mol) = 60.8
- frontier orbital gap (spin up / spin down) (eV) = 8.33 / 5.16

The following is a DFT calculation (ωB97M-V/def2-TZVPD) of the molecule C7H8.

Cartesian coordinates (Å):
C -0.94 -0.67 -1.14
C -0.06 0.02 -0.07
C -0.75 0.17 1.31
C 1.10 -0.84 0.26
C 1.91 -1.55 0.79
C 0.39 1.32 -0.60
C 0.76 2.36 -1.08
H -0.35 -0.84 -2.04
H -1.81 -0.05 -1.40
H -1.30 -1.64 -0.77
H -1.01 -0.82 1.68
H -0.03 0.61 2.00
H -1.64 0.80 1.29
H 2.62 -2.17 1.29
H 1.12 3.28 -1.49

- largest force on an atom (eV Å⁻¹) = 0.72
- SMILES = C#CC(C)(C)C#C
- M (g mol⁻¹) = 92.1
- lowest unoccupied orbital energy (Eh) = 0.03596
- energy relative to the best compared isomer or geometry (same formula, charge and spin) (kJ/mol) = 377.7
- frontier orbital gap (eV) = 10.98

The following is a DFT calculation (ωB97M-V/def2-TZVPD) of the ion C4H9N2O2 with charge -1.

Cartesian coordinates (Å):
N 0.24 1.18 -2.70
C 0.03 1.10 -1.20
C 1.21 0.41 -0.45
N 0.82 -0.24 0.70
C -0.44 -0.14 1.35
C -1.05 -1.60 1.69
O -2.33 -1.49 1.74
O 2.29 0.57 -0.98
H 0.21 0.19 -2.93
H 1.19 1.44 -2.90
H 0.09 2.16 -0.83
H -0.91 0.58 -0.92
H 1.52 -0.93 1.05
H -1.35 0.24 0.68
H -0.33 0.50 2.27
H -0.61 -2.09 0.81
H -0.58 -1.88 2.61

- largest force on an atom (eV Å⁻¹) = 3.32
- charge = -1
- SMILES = NCC(=O)NCC[O-]
- M (g mol⁻¹) = 117.1
- lowest unoccupied orbital energy (Eh) = 0.13747
- energy relative to the best compared isomer or geometry (same formula, charge and spin) (kJ/mol) = 275.7
- frontier orbital gap (eV) = 6.46

The following is a DFT calculation (ωB97M-V/def2-TZVPD) of the molecule C4H5NO2.

Cartesian coordinates (Å):
O 0.88 1.92 1.03
C 1.09 1.09 0.21
C 0.54 -0.65 0.35
C -0.92 -0.48 0.75
N -1.51 0.02 -0.49
C -0.55 -0.04 -1.32
O 0.53 -0.81 -1.04
H 1.87 1.28 -0.59
H 1.10 -1.48 0.82
H -1.40 -1.38 1.10
H -1.06 0.29 1.51
H -0.57 0.23 -2.34

- largest force on an atom (eV Å⁻¹) = 3.60
- SMILES = O=C[C@H]1CN=CO1
- M (g mol⁻¹) = 99.1
- lowest unoccupied orbital energy (Eh) = 0.01350
- energy relative to the best compared isomer or geometry (same formula, charge and spin) (kJ/mol) = 275.8
- frontier orbital gap (eV) = 9.72

The following is a DFT calculation (ωB97M-V/def2-TZVPD) of a cluster of 2 separate species, CH3F2NO in total.

Cartesian coordinates (Å):
C -0.16 -1.12 0.54
N -0.02 1.49 -0.43
O -0.47 0.86 0.62
F 0.97 -1.40 1.29
F 0.08 -1.06 -0.76
H -0.96 -1.82 0.73
H -0.46 1.30 -1.40
H 1.02 1.75 -0.58

- largest force on an atom (eV Å⁻¹) = 3.43
- M (g mol⁻¹) = 83.0
- lowest unoccupied orbital energy (spin up / spin down) (Eh) = 0.01974 / 0.02110
- energy relative to the best compared isomer or geometry (same formula, charge and spin) (kJ/mol) = 520.9
- frontier orbital gap (spin up / spin down) (eV) = 9.05 / 9.13

The following is a DFT calculation (ωB97M-V/def2-TZVPD) of a structure of composition C26H28N11O2SSeSnTe4.

Cartesian coordinates (Å):
Sn 1.28 1.46 -0.49
N -1.58 -7.23 0.09
C -1.99 -5.90 -0.06
C -1.73 -5.22 -1.25
C -2.16 -3.92 -1.42
C -2.84 -3.27 -0.39
C -3.13 -3.95 0.78
C -2.70 -5.25 0.95
S -3.35 -1.58 -0.64
O -4.66 -1.43 -0.07
O -3.18 -1.33 -2.05
N -2.22 -0.65 0.07
C -1.99 -0.70 1.43
N -0.85 -0.10 1.82
C -0.52 -0.18 3.10
C -1.35 -0.78 4.04
C -2.53 -1.30 3.55
N -2.86 -1.28 2.27
H -0.81 -7.51 -0.48
H -1.49 -7.54 1.05
H -1.19 -5.72 -2.05
H -1.96 -3.38 -2.34
H -3.69 -3.45 1.56
H -2.92 -5.78 1.87
H 0.45 0.22 3.36
H -1.08 -0.84 5.08
H -3.25 -1.77 4.22
N 2.99 -2.86 0.40
C 2.13 -3.92 0.29
C 1.16 -3.71 1.23
N 1.38 -2.53 1.89
C 2.48 -2.03 1.35
C 3.08 -0.74 1.67
N 2.67 0.10 2.61
C 3.50 1.19 2.49
C 4.40 1.00 1.49
N 4.14 -0.24 0.99
H 3.67 -2.60 -0.32
H 2.28 -4.70 -0.44
H 0.31 -4.33 1.47
H 3.39 2.04 3.15
H 5.19 1.61 1.09
H 4.57 -0.64 0.14
Te -0.12 -0.87 -1.18
Te -0.41 1.24 -2.83
Te 5.00 -1.51 -2.24
Te 2.54 -0.32 -2.56
C -0.70 3.42 3.84
N 0.23 4.08 2.95
C 1.37 4.77 3.33
C 1.93 5.25 2.21
N 1.14 4.84 1.15
C 1.37 5.19 -0.24
C 0.08 4.12 1.61
Se -1.32 3.38 0.66
H -0.28 3.42 4.85
H -0.87 2.40 3.50
H -1.66 3.95 3.84
H 1.67 4.85 4.36
H 2.83 5.82 2.06
H 1.74 6.22 -0.29
H 0.42 5.11 -0.76
H 2.09 4.52 -0.70
C -5.35 1.65 -3.06
C -5.66 1.22 -1.78
C -4.92 1.72 -0.72
N -3.93 2.60 -0.87
C -3.64 3.00 -2.10
C -4.32 2.56 -3.23
H -5.89 1.26 -3.92
H -6.44 0.49 -1.60
H -5.10 1.37 0.29
H -2.87 3.76 -2.18
H -4.01 2.87 -4.22

- largest force on an atom (eV Å⁻¹) = 0.56
- charge = -1
- M (g mol⁻¹) = 1266.7
- lowest unoccupied orbital energy (Eh) = 0.07492
- energy relative to the best compared isomer or geometry (same formula, charge and spin) (kJ/mol) = 103.3
- frontier orbital gap (eV) = 6.09

- Which of these has the lowest energy relative to the best compared isomer or geometry (same formula, charge and spin)?
  C37H29BrN3O2PPt

- What is the energy relative to the best compared isomer or geometry (same formula, charge and spin) in the seventh record?
  520.9 kJ/mol

- Look up the energy relative to the best compared isomer or geometry (same formula, charge and spin) of the eighth one.
  103.3 kJ/mol

- largest force on an atom of number 8 (C26H28N11O2SSeSnTe4)?
  0.56 eV Å⁻¹